(1)
# C5H6I2S

C5H6I2S in the gas phase in a non-equilibrium geometry (the ωB97M-V functional and the def2-TZVPD basis, OMol25).

Total charge: 0
Relative energy (zero: lowest compared OMol25 entry of this formula, charge and spin), kcal per mole: 9.0
HOMO level (alpha / beta), eV: -8.2 / -7.4

XYZ file:
```
14
Properties=species:S:1:pos:R:3:forces:R:3
C 2.617594 -0.603983 -0.367489 1.57 -1.37 1.10
C 2.471278 0.573393 0.066891 -0.20 1.58 -0.20
C 1.601923 -1.673844 -0.510827 -0.76 -0.26 -0.40
C -0.288412 0.268998 0.004753 2.34 -0.10 -1.80
C -1.114998 1.212843 0.746155 -1.47 -2.51 1.80
S 0.147787 -1.345793 0.531541 -0.75 0.87 0.27
I 4.775779 -1.562881 -0.438609 -0.99 0.54 -0.13
I 3.520313 2.295813 0.247519 -0.15 -0.25 0.07
H 1.120508 -1.415675 -1.457340 0.52 -1.20 -0.61
H 1.974696 -2.739604 -0.347261 -0.73 1.60 -0.52
H 0.047293 0.722547 -0.989367 -0.38 -1.49 1.19
H -2.193239 1.091348 0.606121 -0.07 0.70 -1.26
H -0.701867 2.158330 0.745443 0.30 2.25 -0.56
H -1.203748 0.953459 1.783916 0.79 -0.36 1.04
```
Forces are in eV/Å.

(2)
# C23H23ClF6N4ORh

A molecular structure, C23H23ClF6N4ORh (the ωB97M-V functional and the def2-TZVPD basis, OMol25).

⟨S²⟩: 6.01
Total charge: +1
Relative energy (zero: lowest compared OMol25 entry of this formula, charge and spin), kcal per mole: 9.4
HOMO level (alpha / beta), eV: -11.0 / -11.8
Spin multiplicity: 5

XYZ file:
```
59
Properties=species:S:1:pos:R:3:forces:R:3
Rh 0.224960 0.717266 -0.401069 -0.38 -0.17 0.54
C -1.256908 -1.818053 -1.430744 -0.11 -0.13 -0.16
N -1.655119 -0.610182 -0.690971 0.15 -0.14 0.10
C -2.197174 -0.935114 0.647833 -0.10 -0.07 0.12
C -1.396395 -0.495940 1.857605 -0.11 -0.09 0.15
C -1.773868 -0.982926 3.105197 0.13 0.12 -0.16
C -1.072439 -0.579997 4.227405 0.03 0.04 -0.07
C -0.010628 0.299787 4.074578 -0.07 -0.04 -0.04
C 0.298492 0.738658 2.802432 0.15 0.15 0.16
N -0.380724 0.356437 1.723445 -0.13 -0.16 -0.29
C -2.662662 0.110038 -1.466257 -0.05 0.07 -0.26
C -2.922500 1.462523 -0.863433 -0.14 0.01 -0.10
C -4.152169 2.090724 -1.000196 0.11 0.00 0.06
C -4.331114 3.333129 -0.422337 0.10 0.04 0.06
C -3.284693 3.900335 0.291535 0.01 -0.09 -0.04
C -2.096587 3.199773 0.379924 -0.01 0.13 0.11
N -1.912661 2.012997 -0.194986 0.20 -0.09 -0.07
C -0.209296 -2.613594 -0.699310 -0.01 -0.05 -0.10
C 0.006595 -3.955771 -0.990418 -0.03 0.16 0.06
C 0.964733 -4.637132 -0.265248 0.07 0.06 0.10
C 1.658403 -3.963715 0.731545 -0.09 0.06 -0.07
C 1.377592 -2.624433 0.939662 0.07 -0.19 0.02
N 0.472331 -1.958234 0.229978 -0.02 -0.03 -0.05
H -0.876352 -1.497470 -2.406005 0.02 -0.04 0.07
H -2.137053 -2.456100 -1.612931 0.10 0.08 -0.01
H -2.357171 -2.015253 0.723574 0.01 0.06 0.01
H -3.187297 -0.475887 0.737870 0.06 -0.04 0.03
H -2.599659 -1.674747 3.183350 -0.06 -0.04 0.01
H -1.347871 -0.949412 5.204737 0.00 -0.01 0.04
H 0.569383 0.637524 4.917715 0.05 0.03 0.07
H 1.123634 1.416455 2.626950 0.02 0.02 0.02
H -3.599509 -0.461043 -1.515197 0.04 0.02 -0.03
H -2.292117 0.219496 -2.491215 -0.06 0.04 0.12
H -4.950339 1.611260 -1.544662 -0.08 -0.07 -0.07
H -5.274731 3.846956 -0.514532 -0.10 0.06 -0.01
H -3.386456 4.860474 0.770757 0.00 0.08 0.05
H -1.251570 3.595474 0.929844 0.02 0.04 0.02
H -0.568340 -4.450417 -1.758912 -0.06 -0.03 -0.06
H 1.159298 -5.680601 -0.460132 0.02 -0.09 -0.02
H 2.397658 -4.466061 1.333086 0.10 -0.04 0.07
H 1.892321 -2.057936 1.701761 0.10 0.05 0.09
Cl -0.136801 1.963862 -2.946386 -0.02 0.07 -0.17
C 0.467114 3.016935 -1.742385 0.04 0.21 -0.35
H -0.233895 3.762574 -1.412209 -0.02 0.07 0.07
H 1.524578 3.205068 -1.793880 0.06 -0.02 0.06
C 3.947717 -1.080233 -1.173959 0.00 0.14 0.07
C 3.231483 0.278131 -1.100253 -0.01 -0.34 -0.11
O 1.889068 0.124152 -1.354007 0.04 0.04 0.03
C 3.463687 0.919703 0.280434 0.01 0.08 0.03
F 3.176410 0.061648 1.278458 -0.09 -0.09 -0.05
F 2.646297 1.989399 0.475094 -0.06 -0.07 0.03
F 4.711245 1.336887 0.463800 0.09 0.04 0.03
C 3.853213 1.187999 -2.186375 0.13 0.00 0.00
F 5.192857 1.118069 -2.198794 -0.13 0.02 -0.10
F 3.406618 0.829424 -3.392369 0.09 0.04 0.07
F 3.533636 2.485353 -2.003522 -0.01 0.07 -0.10
H 3.445638 -1.784065 -0.519425 -0.08 -0.01 0.06
H 4.996037 -1.011795 -0.892420 0.04 0.04 0.02
H 3.883103 -1.452414 -2.194021 -0.04 0.03 -0.03
```
Forces are in eV/Å.

(3)
# C20H22AsClIN5O2SW

A molecular structure, C20H22AsClIN5O2SW in a non-equilibrium geometry (the ωB97M-V functional and the def2-TZVPD basis, OMol25).

⟨S²⟩: 2.04
Total charge: +2
Relative energy (zero: lowest compared OMol25 entry of this formula, charge and spin), kcal per mole: 0.0
HOMO level (alpha / beta), eV: -13.0 / -13.8
Spin multiplicity: 3

XYZ file:
```
54
Properties=species:S:1:pos:R:3:forces:R:3
W -0.003722 -0.146341 -0.149197 0.41 -1.21 -1.42
C 3.996160 0.692026 1.338023 -0.05 0.02 0.11
C 2.577814 0.276835 1.168865 0.15 -0.01 -1.10
N 2.010236 0.091427 -0.030849 1.74 0.35 0.78
N 2.848083 0.285442 -1.098195 0.54 0.18 0.01
C 2.296221 0.216809 -2.267003 -0.89 -0.07 -0.06
N 3.034456 0.343637 -3.371591 0.04 0.05 0.10
S 0.556024 -0.074066 -2.508928 0.63 -0.09 0.12
C 1.686722 0.021176 2.260460 -0.64 -0.17 0.41
C 2.022356 0.072985 3.612036 0.18 0.04 -0.35
C 1.088446 -0.297943 4.556079 -0.27 -0.08 0.01
C -0.175319 -0.722206 4.141261 0.23 0.08 0.20
C -0.469162 -0.720234 2.800578 -0.14 -0.04 -0.28
N 0.424961 -0.333965 1.867472 0.59 -0.16 1.10
H 4.440781 0.876280 0.367697 0.06 0.01 0.04
H 4.569367 -0.087658 1.844339 -0.02 -0.01 0.02
H 4.063852 1.597664 1.945116 -0.01 -0.02 0.04
H 4.013654 0.566203 -3.288837 0.01 -0.04 -0.03
H 2.597271 0.357152 -4.274987 0.05 0.03 -0.05
H 3.013569 0.394261 3.899753 0.01 -0.04 0.01
H 1.331656 -0.269259 5.609335 0.03 0.00 0.00
H -0.918678 -1.037181 4.858721 -0.03 0.00 -0.04
H -1.440700 -1.019361 2.427973 -0.01 0.00 0.01
Cl -4.076081 5.405347 0.043671 -0.03 0.08 0.00
C -3.447276 3.813901 -0.046010 -0.17 -0.16 -0.03
C -4.307999 2.747123 -0.126137 -0.03 0.38 0.02
C -3.817135 1.435003 -0.207818 0.43 -0.77 -0.07
I -5.058446 -0.236989 -0.331626 -0.02 0.34 0.01
C -2.459883 1.213953 -0.196377 -0.47 0.49 0.01
O -1.866162 0.000292 -0.242840 -1.81 0.19 0.25
C -1.573017 2.296842 -0.080330 -0.04 -0.18 0.00
N -0.242804 1.933405 -0.017053 -0.52 1.72 0.14
C 0.637272 2.936918 0.077582 -0.01 -0.56 -0.07
C 0.261849 4.271779 0.105036 -0.03 0.40 0.01
C -1.067130 4.633714 0.059317 0.11 -0.17 0.01
C -2.038163 3.622234 -0.023055 0.14 -0.15 0.00
H -5.373742 2.928875 -0.121882 0.00 -0.02 -0.03
H 1.681524 2.656808 0.116044 0.03 0.02 -0.01
H 1.033770 5.026125 0.161699 0.00 -0.02 0.01
H -1.364224 5.673371 0.083807 0.01 0.00 0.02
C -1.886037 -4.473135 -0.682960 0.20 0.22 -0.06
As -0.616135 -3.263232 -1.480604 -0.10 -0.75 -0.02
C 1.008184 -4.227076 -1.876588 -0.25 0.22 0.00
C -1.458972 -2.588383 -3.091675 0.13 -0.02 0.29
O -0.216560 -2.152700 -0.246712 -0.18 -0.19 -0.19
H -2.225293 -5.189915 -1.428959 0.03 0.00 -0.03
H -2.732847 -3.894592 -0.317533 0.00 0.02 -0.02
H -1.412646 -4.997192 0.144130 0.02 0.02 0.01
H 0.867500 -4.876071 -2.739133 -0.06 0.02 -0.01
H 1.262489 -4.825758 -1.004438 -0.01 0.02 0.03
H 1.801195 -3.509224 -2.076953 -0.02 0.02 -0.02
H -2.066866 -3.403471 -3.484860 0.01 -0.02 0.06
H -0.709676 -2.300472 -3.820083 0.05 0.02 0.00
H -2.100752 -1.741176 -2.855786 0.00 0.00 0.06
```
Forces are in eV/Å.

(4)
# C4H11NOS

C4H11NOS in the gas phase in a non-equilibrium geometry (the ωB97M-V functional and the def2-TZVPD basis, OMol25).

Total charge: 0
Relative energy (zero: lowest compared OMol25 entry of this formula, charge and spin), kcal per mole: 31.1
HOMO level, eV: -9.0
Structure (SMILES): N[C@@H](CO)CCS

XYZ file:
```
18
Properties=species:S:1:pos:R:3:forces:R:3
C 0.474224 -0.074005 1.580626 0.43 -0.98 -0.09
O -0.286703 0.283043 2.710626 0.01 1.26 -0.05
C -0.306712 -0.064403 0.279352 -2.34 -0.55 0.48
C 0.472937 -0.359068 -1.011377 -0.25 -0.39 1.28
C 0.178397 0.610179 -2.119822 0.87 0.01 -1.56
S 0.589487 2.366432 -1.815575 0.20 -0.37 0.53
N -1.424881 -1.047369 0.390001 0.30 0.11 -0.51
H 1.333606 0.590579 1.507406 0.11 0.10 0.24
H 0.814961 -1.112838 1.756318 0.39 0.32 -0.37
H -0.725895 -0.462169 3.103022 -0.13 -0.55 -0.05
H -0.913248 0.858591 0.229294 0.94 0.17 -0.21
H 1.535717 -0.490863 -0.767105 0.09 0.72 -0.31
H 0.214650 -1.371094 -1.339343 -0.32 0.14 -0.08
H -0.834956 0.616526 -2.518084 -0.27 -0.29 0.61
H 0.772475 0.267626 -2.978946 0.01 0.29 0.09
H 1.280189 2.101499 -0.688055 -0.03 0.27 -0.21
H -1.056286 -1.964281 0.614712 -0.23 -0.08 0.17
H -2.117961 -0.748386 1.066950 0.22 -0.19 0.03
```
Forces are in eV/Å.

(5)
# C5H14NO

2 unconnected molecules or ions with the total composition C5H14NO in a non-equilibrium geometry (the ωB97M-V functional and the def2-TZVPD basis, OMol25).

Total charge: +1
Relative energy (zero: lowest compared OMol25 entry of this formula, charge and spin), kcal per mole: 133.9
HOMO level, eV: -12.5

XYZ file:
```
21
Properties=species:S:1:pos:R:3:forces:R:3
C 0.161681 -0.011247 0.886008 1.35 -3.40 1.46
O 1.434125 -0.830967 0.462562 -1.60 2.88 -0.47
C -0.408543 0.832838 -0.136558 3.43 0.04 -5.15
C -0.465425 0.347197 -1.627312 0.93 2.62 0.49
C -1.873947 0.210787 -2.186961 -1.00 -1.04 -1.67
C -2.797815 -0.536885 -1.223939 -1.64 1.36 -1.41
N 3.828942 -0.157985 3.219845 -1.24 2.24 -0.19
H -0.523084 -0.919798 1.192867 0.89 2.05 -0.30
H 0.583929 0.581566 1.688039 -0.78 -0.06 0.62
H 2.136321 -0.117381 0.397863 -0.75 -1.24 0.15
H -0.187663 1.937240 -0.115582 -1.53 -0.74 0.77
H 0.015489 -0.596281 -1.749154 0.49 -0.74 0.45
H 0.095715 1.166645 -2.336964 -1.14 -1.66 2.06
H -1.856253 -0.405476 -3.174503 0.37 1.30 1.59
H -2.265144 1.215267 -2.435194 -0.03 -0.61 0.20
H -3.767442 -0.539903 -1.737785 -0.01 -0.10 0.02
H -3.030739 0.105094 -0.380204 0.33 -0.32 0.78
H -2.647788 -1.582242 -1.040503 0.80 -0.34 0.49
H 2.922481 -0.548987 3.394127 0.28 -0.48 0.28
H 4.062247 0.599697 3.853327 -0.11 -0.43 -0.12
H 4.582913 -0.749181 3.050022 0.97 -1.33 -0.07
```
Forces are in eV/Å.

(6)
# C11H12N2O

C11H12N2O in the gas phase in a non-equilibrium geometry (the ωB97M-V functional and the def2-TZVPD basis, OMol25).

Total charge: 0
Relative energy (zero: lowest compared OMol25 entry of this formula, charge and spin), kcal per mole: 183.4
HOMO level (alpha / beta), eV: -7.7 / -7.6

XYZ file:
```
26
Properties=species:S:1:pos:R:3:forces:R:3
C -0.062755 -0.306331 3.695915 -0.46 -1.62 -2.02
C -0.237819 0.337220 2.493957 1.11 -1.48 2.77
C 0.776368 -2.163596 0.035560 -1.13 -0.01 -0.21
C 0.347154 -1.752302 3.543893 -0.57 -0.16 0.89
C 0.194994 -0.167709 1.222599 -0.81 -0.94 3.03
C 0.551244 -1.584009 1.228507 0.38 0.32 -1.43
C 0.162957 0.550278 0.161221 -0.13 1.92 -1.62
C 0.370585 -1.385001 -1.214647 3.40 -1.21 -0.71
C -0.215443 0.677461 -2.415327 1.31 0.39 2.38
C -0.351890 2.194015 -2.514418 -2.11 -0.03 -0.93
C 0.629396 0.146827 -1.132296 -0.55 -0.99 -2.06
N 0.567506 -2.274734 2.395830 0.69 -1.51 1.56
N -1.133479 2.645077 -1.334213 -0.21 0.18 -0.17
O -0.510577 2.860153 -0.207183 -0.87 -0.86 -1.43
H -0.508813 0.019546 4.630847 0.37 0.24 -0.17
H -0.656364 1.269933 2.512585 -1.02 2.39 -0.10
H 0.967428 -3.236671 -0.019853 0.04 0.33 -0.03
H 0.324815 -2.516862 4.432696 0.15 1.78 -1.51
H 1.058707 -1.769940 -2.043547 -0.88 0.52 0.77
H -0.604781 -1.648420 -1.569611 -0.95 -0.06 0.22
H -1.167369 0.181041 -2.247971 -0.43 0.39 -0.21
H 0.208138 0.213906 -3.265839 0.59 -0.24 -1.10
H 0.563601 2.735385 -2.406849 0.75 0.15 -0.41
H -0.929091 2.489238 -3.530758 1.30 -0.45 2.41
H 1.746248 0.250687 -1.125626 -0.75 0.47 -0.57
H -2.090760 2.234809 -1.325472 0.80 0.48 0.63
```
Forces are in eV/Å.

- Which of these has the lowest relative energy (zero: lowest compared OMol25 entry of this formula, charge and spin)?
  C20H22AsClIN5O2SW

- What is the relative energy (zero: lowest compared OMol25 entry of this formula, charge and spin) in the second record?
  9.4 kcal per mole

Copy entry 4 word for word.
# C4H11NOS

C4H11NOS in the gas phase in a non-equilibrium geometry (the ωB97M-V functional and the def2-TZVPD basis, OMol25).

Total charge: 0
Relative energy (zero: lowest compared OMol25 entry of this formula, charge and spin), kcal per mole: 31.1
HOMO level, eV: -9.0
Structure (SMILES): N[C@@H](CO)CCS

XYZ file:
```
18
Properties=species:S:1:pos:R:3:forces:R:3
C 0.474224 -0.074005 1.580626 0.43 -0.98 -0.09
O -0.286703 0.283043 2.710626 0.01 1.26 -0.05
C -0.306712 -0.064403 0.279352 -2.34 -0.55 0.48
C 0.472937 -0.359068 -1.011377 -0.25 -0.39 1.28
C 0.178397 0.610179 -2.119822 0.87 0.01 -1.56
S 0.589487 2.366432 -1.815575 0.20 -0.37 0.53
N -1.424881 -1.047369 0.390001 0.30 0.11 -0.51
H 1.333606 0.590579 1.507406 0.11 0.10 0.24
H 0.814961 -1.112838 1.756318 0.39 0.32 -0.37
H -0.725895 -0.462169 3.103022 -0.13 -0.55 -0.05
H -0.913248 0.858591 0.229294 0.94 0.17 -0.21
H 1.535717 -0.490863 -0.767105 0.09 0.72 -0.31
H 0.214650 -1.371094 -1.339343 -0.32 0.14 -0.08
H -0.834956 0.616526 -2.518084 -0.27 -0.29 0.61
H 0.772475 0.267626 -2.978946 0.01 0.29 0.09
H 1.280189 2.101499 -0.688055 -0.03 0.27 -0.21
H -1.056286 -1.964281 0.614712 -0.23 -0.08 0.17
H -2.117961 -0.748386 1.066950 0.22 -0.19 0.03
```
Forces are in eV/Å.